# 1
{
  "formula": "CH2BF3",
  "method": "ωB97M-V/def2-TZVPD",
  "elements": ["B", "C", "F", "F", "F", "H", "H"],
  "positions_angstrom": [[1.258806, -0.056076, 0.044582], [-0.829456, 0.043696, -0.023471], [-1.299694, -0.721339, 0.980408], [-1.282775, 1.283471, 0.167069], [-1.320108, -0.429560, -1.168106], [1.744798, -1.074636, 0.274863], [1.728426, 0.954442, -0.275344]],
  "atomic_forces_ev_per_a": [[-4.32, 0.60, -0.71], [4.24, -0.59, 0.77], [-0.28, 0.01, -0.05], [-0.12, 0.12, -0.14], [-0.15, 0.05, -0.20], [0.23, -0.64, 0.30], [0.40, 0.45, 0.02]],
  "homo_lumo_gap_ev": 9.827,
  "e_homo_ev": -10.68,
  "lumo_ev": -0.86
}

# 2
{
  "formula": "C27H30ClNNdP",
  "method": "ωB97M-V/def2-TZVPD",
  "elements": ["Nd", "Cl", "P", "C", "C", "C", "C", "C", "C", "C", "C", "C", "C", "C", "C", "C", "C", "C", "C", "C", "C", "H", "H", "H", "H", "H", "H", "H", "H", "H", "H", "H", "H", "H", "H", "H", "H", "H", "C", "N", "C", "C", "C", "C", "C", "C", "C", "C", "H", "H", "H", "H", "H", "H", "H", "H", "H", "H", "H", "H", "H"],
  "positions_angstrom": [[0.734896, -0.031874, 0.850466], [3.216135, -0.518473, 0.937843], [-0.719044, 0.041423, -1.795318], [-1.417362, 1.562110, -2.523492], [-2.615243, 1.576678, -3.256742], [-3.093550, 2.775467, -3.793052], [-2.426066, 3.980145, -3.553784], [-1.264730, 3.973649, -2.770012], [-0.764474, 2.780437, -2.250170], [0.881086, -0.204512, -2.700941], [1.553725, -1.416974, -2.471739], [2.867511, -1.571864, -2.910567], [3.492946, -0.543608, -3.618424], [2.795655, 0.629511, -3.926008], [1.480906, 0.792588, -3.489695], [-1.704679, -1.269328, -2.590085], [-2.324710, -2.239484, -1.785179], [-3.080442, -3.247495, -2.387353], [-3.221826, -3.309912, -3.779892], [-2.573821, -2.360630, -4.578394], [-1.803885, -1.350457, -3.988573], [1.057897, -2.230716, -1.926129], [3.388129, -2.508697, -2.706260], [4.517816, -0.670550, -3.966542], [3.266121, 1.416435, -4.517165], [0.934944, 1.701960, -3.747536], [-3.175268, 0.654649, -3.427924], [-3.992025, 2.755709, -4.403862], [-2.800657, 4.912771, -3.978969], [-0.736060, 4.902532, -2.576752], [0.142916, 2.782763, -1.635659], [-2.203228, -2.178289, -0.697850], [-3.564970, -3.993737, -1.762344], [-3.832266, -4.094325, -4.236562], [-2.674840, -2.391337, -5.661892], [-1.291153, -0.618129, -4.619291], [-4.098262, 1.234700, 0.619821], [-4.223303, 0.529513, 0.440784], [2.794095, -1.413512, 4.312814], [2.810189, 0.010088, 4.739683], [4.182997, 0.584106, 4.817813], [1.870087, 0.871381, 3.899964], [0.475045, 0.398148, 4.179184], [0.019393, 0.326174, 5.519954], [-1.254855, -0.172940, 5.800691], [-2.064820, -0.583750, 4.741100], [-1.587251, -0.523745, 3.412502], [-0.317351, -0.044901, 3.125070], [3.077057, -1.461032, 3.257642], [1.786822, -1.822025, 4.438883], [3.524227, -1.954377, 4.928158], [2.443435, 0.003591, 5.702447], [4.606985, 0.654168, 3.811575], [4.099082, 1.578608, 5.271526], [4.788704, -0.072078, 5.450996], [2.050727, 1.901869, 4.243092], [2.207351, 0.780882, 2.834821], [0.667642, 0.680538, 6.332225], [-1.604796, -0.228600, 6.839227], [-3.083272, -0.928321, 4.948377], [-2.220294, -0.836931, 2.577482]],
  "atomic_forces_ev_per_a": [[-0.55, -0.13, 0.12], [-0.23, 0.07, -0.19], [-0.12, -0.25, -1.89], [-0.23, 0.59, 0.53], [0.20, 0.03, 0.00], [0.22, 0.08, 0.18], [0.19, -0.43, 0.08], [0.01, -0.06, -0.03], [-0.44, -0.12, -0.17], [0.07, 0.33, 0.17], [0.19, 0.43, 0.41], [-0.09, -0.10, -0.11], [-0.08, 0.05, -0.10], [-0.07, -0.31, -0.04], [0.09, -0.07, 0.37], [-0.16, -0.67, 0.53], [0.06, 0.28, -0.52], [-0.05, -0.14, -0.04], [0.20, 0.27, 0.34], [0.13, 0.23, 0.30], [-0.13, -0.21, -0.02], [0.14, 0.21, -0.20], [-0.08, 0.30, -0.12], [-0.26, 0.04, 0.13], [-0.11, -0.28, 0.15], [0.20, -0.29, 0.15], [0.23, 0.38, 0.05], [0.11, 0.05, 0.16], [0.13, -0.30, 0.17], [-0.11, -0.11, -0.01], [-0.20, 0.13, -0.25], [-0.24, -0.16, -0.35], [0.06, 0.12, -0.13], [0.26, 0.31, 0.20], [0.06, -0.03, 0.25], [-0.18, -0.26, 0.20], [0.05, 0.16, 0.04], [-0.02, -0.17, -0.05], [0.27, -0.47, -0.18], [0.04, 0.16, 0.04], [0.17, 0.09, 0.07], [0.39, 0.10, 0.73], [-0.56, -0.15, 0.86], [0.23, 0.17, -0.63], [0.34, 0.12, -0.08], [-0.19, -0.03, -0.62], [-0.71, -0.07, 0.80], [0.89, 0.06, -1.44], [0.07, -0.02, 0.33], [0.26, 0.13, 0.10], [-0.32, 0.06, -0.21], [-0.05, 0.21, -0.42], [-0.09, -0.07, 0.21], [0.15, -0.26, -0.15], [-0.05, 0.22, -0.20], [-0.08, -0.25, -0.22], [-0.06, 0.06, 1.10], [-0.40, -0.06, -0.13], [0.11, 0.04, -0.55], [0.44, 0.04, -0.12], [-0.11, -0.04, 0.43]],
  "multiplicity": 4,
  "homo_lumo_gap_ev": [6.791, 7.035],
  "s_squared": 3.7546,
  "e_homo_ev": [-13.95, -13.96],
  "lumo_ev": [-7.16, -6.92],
  "charge": 2
}

# 3
{
  "formula": "C11H15N2S",
  "method": "ωB97M-V/def2-TZVPD",
  "elements": ["C", "C", "C", "C", "C", "C", "C", "C", "C", "C", "C", "N", "N", "S", "H", "H", "H", "H", "H", "H", "H", "H", "H", "H", "H", "H", "H", "H", "H"],
  "positions_angstrom": [[3.802693, -0.846134, 0.004687], [2.909224, -1.866978, -0.200577], [1.178920, 1.860303, 0.277472], [1.782274, 0.599549, 0.225163], [1.040364, -0.525669, -0.053012], [3.242399, 0.451556, 0.150567], [-1.158902, 0.756240, -0.320241], [-3.533735, 1.108038, -0.182403], [-2.301629, -0.489380, 1.322892], [-2.616135, -1.023573, -1.160599], [-2.441458, 0.086370, -0.140358], [1.602483, -1.675893, -0.340703], [4.048846, 1.526119, 0.135961], [-0.514479, 2.110840, 0.309389], [4.832833, -0.980746, 0.263565], [3.307045, -2.916222, -0.411374], [1.742209, 2.662159, 0.612023], [-3.316096, 1.956812, 0.328239], [-3.702964, 1.262456, -1.280932], [-4.439909, 0.751860, 0.187034], [-1.586093, -1.296051, 1.406091], [-2.313719, 0.215980, 2.147137], [-3.385382, -1.056414, 1.453293], [-2.607272, -0.558818, -2.122823], [-1.709933, -1.746585, -1.268010], [-3.497102, -1.665586, -1.090609], [0.990381, -2.407561, -0.548111], [4.990607, 1.314905, 0.092331], [3.654520, 2.392427, 0.203897]],
  "atomic_forces_ev_per_a": [[-1.93, 0.55, 0.91], [2.96, -2.28, -1.04], [-1.22, -0.62, 0.19], [1.40, -0.66, -1.05], [-2.94, 2.37, 0.45], [-0.78, 0.36, -0.02], [2.23, -1.01, -0.55], [-0.25, -1.46, -3.71], [-4.34, -2.19, -0.34], [1.72, -1.61, -0.68], [1.36, -1.14, 2.27], [0.26, 0.56, 0.13], [-1.58, -3.15, 0.13], [0.87, -0.22, -0.14], [0.40, -0.39, -0.46], [-0.81, 1.51, 0.60], [0.62, 1.76, 0.49], [0.74, 2.74, 1.30], [-0.02, 0.63, 1.00], [-1.49, -1.00, 0.76], [0.45, 0.24, 0.06], [0.51, 0.31, -0.21], [2.54, 1.19, -0.14], [-0.34, 0.32, -0.83], [-1.34, 1.25, 0.77], [-0.08, 0.42, 0.40], [-0.71, -1.59, -0.34], [2.17, 0.44, -0.13], [-0.41, 2.66, 0.19]],
  "homo_lumo_gap_ev": [6.684, 6.509],
  "e_homo_ev": [-11.01, -11.21],
  "lumo_ev": [-4.33, -4.70],
  "charge": 1
}

# 4
{
  "formula": "C14H14ClNO2V",
  "method": "ωB97M-V/def2-TZVPD",
  "elements": ["C", "C", "C", "C", "C", "V", "N", "C", "C", "H", "H", "H", "H", "H", "H", "H", "H", "H", "H", "Cl", "C", "C", "C", "C", "C", "C", "C", "O", "O", "H", "H", "H", "H"],
  "positions_angstrom": [[-0.046984, -2.349271, 0.326454], [-1.130040, -2.044734, -0.546148], [-2.063038, -1.246627, 0.175106], [-1.552287, -1.047682, 1.487455], [-0.302562, -1.726190, 1.581272], [0.000000, 0.000000, 0.000000], [1.808874, 0.359621, 0.183195], [2.019465, 0.327165, -1.310969], [0.656912, 0.046180, -1.992951], [-2.988721, -0.827899, -0.224464], [-1.228184, -2.363452, -1.584113], [-2.016285, -0.451981, 2.275100], [0.352362, -1.747421, 2.454630], [0.846461, -2.919988, 0.066342], [0.672244, -0.858322, -2.617823], [2.443905, 1.297213, -1.640745], [2.679580, 0.368931, 0.714958], [0.265393, 0.908366, -2.553511], [2.743637, -0.472889, -1.562131], [-2.076433, 7.788150, 3.500644], [-1.566214, 6.359233, 2.620315], [-1.010495, 6.484131, 1.343622], [-0.607187, 5.346295, 0.638657], [-0.753557, 4.067247, 1.206459], [-1.312591, 3.952594, 2.493058], [-1.716787, 5.093169, 3.193610], [-0.338620, 2.860156, 0.459331], [0.135878, 2.964260, -0.760768], [-0.466893, 1.669558, 1.002092], [-0.892530, 7.462835, 0.895727], [-0.181767, 5.467620, -0.349740], [-1.442240, 2.982488, 2.956378], [-2.148641, 4.991096, 4.181227]],
  "atomic_forces_ev_per_a": [[-0.27, -0.01, -0.16], [0.06, -0.06, 0.41], [-0.01, -0.02, -0.12], [0.36, -0.42, 0.09], [-0.52, -0.04, 0.26], [0.00, -0.07, 0.79], [0.50, -0.65, -1.50], [0.78, 0.14, -0.10], [0.29, 0.57, 0.29], [0.36, -0.17, 0.16], [0.09, 0.21, 0.41], [0.23, -0.17, -0.36], [-0.27, 0.03, -0.38], [-0.35, 0.27, 0.08], [-0.01, 0.22, 0.22], [-0.12, -0.34, 0.09], [-0.59, 0.09, -0.21], [0.26, -0.28, 0.14], [-0.04, 0.22, -0.04], [0.09, -0.23, -0.14], [0.22, -0.68, -0.38], [-0.08, -0.26, 0.21], [-0.28, -0.06, 0.67], [-0.27, 0.61, 0.73], [0.08, 0.73, -0.34], [0.10, 0.15, -0.25], [1.94, -2.89, -4.62], [-1.74, 0.58, 4.24], [-0.90, 2.75, -0.10], [-0.03, 0.00, 0.07], [0.00, -0.29, 0.06], [0.11, -0.03, -0.22], [0.01, 0.08, -0.02]],
  "multiplicity": 3,
  "homo_lumo_gap_ev": [5.615, 6.640],
  "s_squared": 2.0291,
  "e_homo_ev": [-2.96, -3.99],
  "lumo_ev": [2.65, 2.65],
  "charge": -1
}

no.,calculated total energy (hartree)
1,-363.669885
2,-2463.990600
3,-935.410517
4,-2151.353274